No. 1
Computed, not measured: 2 unconnected molecules or ions with the total composition C2H2BrFO at a distorted geometry, with ωB97M-V with the def2-TZVPD basis set.

Summary:
SMILES ... O=C=CF.Br
HOMO-LUMO gap ... 9.3 eV
HOMO energy ... -9.3668 eV
F_max ... 2.75 eV Å⁻¹
Charge ... 0

CARTESIAN COORDINATES (ANGSTROEM)
O -0.251 -0.379 -0.904
C -0.785 0.030 0.042
C -1.329 0.298 1.233
F -2.663 0.400 1.498
H -0.721 0.277 2.047
Br 3.390 -0.127 -1.550
H 2.359 -0.498 -2.366

No. 2
Computed, not measured: 3 unconnected molecules or ions with the total composition C14H34F5NO10P3 at a distorted geometry, with ωB97M-V with the def2-TZVPD basis set.

Summary:
HOMO-LUMO gap ... 6.8 eV
HOMO energy ... -11.5485 eV
F_max ... 9.21 eV Å⁻¹
Charge ... +1

CARTESIAN COORDINATES (ANGSTROEM)
O -7.438 2.654 0.490
P -5.961 3.019 0.251
N -5.388 1.863 -1.043
O -5.636 2.413 -2.281
C -3.915 1.596 -0.828
F -3.338 2.748 -0.252
F -3.322 1.475 -2.098
C -3.612 0.380 0.163
F -4.525 0.296 1.235
F -3.634 -0.868 -0.453
F -2.339 0.520 0.777
H -5.847 4.388 -0.150
H -5.250 2.798 1.469
H -5.943 0.984 -0.939
H -6.446 2.017 -2.680
O 1.423 -5.437 1.055
P 0.749 -4.671 -0.084
O -0.103 -5.940 -0.725
C -1.185 -6.482 0.015
C -2.357 -5.521 0.087
O 2.032 -4.688 -1.131
C 3.357 -4.914 -0.655
C 3.704 -6.394 -0.675
O -0.007 -3.655 -1.246
C -0.629 -2.467 -0.770
C 0.229 -1.670 0.178
H -0.854 -6.766 1.018
H -1.498 -7.393 -0.500
H -2.118 -4.675 0.741
H -3.242 -6.014 0.493
H -2.596 -5.119 -0.900
H 3.487 -4.484 0.340
H 4.039 -4.376 -1.319
H 2.921 -7.014 -0.238
H 4.636 -6.577 -0.138
H 3.829 -6.736 -1.707
H -1.581 -2.721 -0.293
H -0.860 -1.855 -1.648
H 0.430 -2.225 1.102
H -0.279 -0.742 0.448
H 1.195 -1.430 -0.271
O 0.759 4.584 0.364
P 1.980 3.673 0.509
O 2.959 4.440 -0.583
C 3.457 5.732 -0.269
C 4.475 5.687 0.855
O 1.436 2.450 -0.473
C 0.053 2.319 -0.763
C -0.330 3.084 -2.009
O 3.288 2.621 0.861
C 3.641 2.446 2.233
C 2.447 2.170 3.124
H 2.633 6.406 -0.020
H 3.936 6.116 -1.172
H 3.983 5.465 1.808
H 4.984 6.646 0.960
H 5.220 4.908 0.678
H -0.551 2.630 0.093
H -0.151 1.255 -0.922
H 0.063 4.100 -2.029
H -1.417 3.128 -2.102
H 0.075 2.583 -2.894
H 4.185 3.327 2.584
H 4.333 1.601 2.279
H 1.760 3.026 3.146
H 2.772 1.976 4.148
H 1.881 1.309 2.759